DFT (the ωB97M-V functional and the def2-TZVPD basis) results for a cluster of 12 separate species, C52H82Cl2F2N2O20 in total.

Structure (XYZ):
```
160
Properties=species:S:1:pos:R:3:forces:R:3
C -10.028240 -14.391130 22.111650 0.255 0.067 0.364
C -8.673720 -13.746540 22.446560 -0.105 0.033 0.099
C -8.561030 -12.434820 21.693250 -0.488 0.118 0.210
N -7.286090 -11.687210 21.890800 1.905 -0.904 0.490
C -6.112070 -12.552700 21.322770 -0.857 0.609 2.771
C -7.044790 -11.314900 23.372860 -0.675 0.920 -0.502
C -6.142320 -10.081410 23.285810 0.019 0.000 1.217
C -6.151340 -9.530280 21.882650 0.523 -0.209 -0.173
C -7.260230 -10.303970 21.247890 -0.279 -1.624 -1.141
H -10.253420 -15.184240 22.824650 0.175 -0.162 -0.193
H -9.904350 -14.789000 21.104460 -0.506 -0.079 0.057
H -10.886410 -13.720500 22.155400 0.164 0.284 -0.133
H -7.942650 -14.468370 22.082430 0.300 0.089 0.158
H -8.506430 -13.576320 23.510110 -0.208 -0.117 0.112
H -9.309380 -11.735080 22.065300 -0.342 -0.119 -0.191
H -8.735640 -12.658440 20.640820 0.210 0.544 -0.218
H -6.059850 -13.398800 22.007950 -0.658 -0.667 -0.638
H -5.201380 -12.105690 21.721420 0.296 0.752 -1.322
H -6.297250 -12.798610 20.277140 0.428 0.256 0.213
H -6.698540 -12.063980 24.084960 0.234 -0.475 -0.809
H -8.011530 -11.010330 23.773790 -0.266 -0.174 -0.230
H -5.135850 -10.400870 23.556100 -0.031 0.671 0.430
H -6.582560 -9.301920 23.907660 0.570 -0.297 0.728
H -5.139760 -9.695230 21.511710 -0.276 -0.153 -0.803
H -6.335910 -8.460340 21.786480 -0.110 -0.060 0.229
H -7.094270 -10.549500 20.198950 -0.529 0.578 -0.206
H -8.242730 -9.886120 21.467390 0.075 0.154 -0.367
C -18.143030 -11.294210 20.747200 -0.305 -0.752 0.942
C -16.724620 -11.692380 21.143680 0.851 -0.242 -2.567
C -15.676670 -10.573970 20.836040 0.761 -0.162 2.677
N -14.289040 -10.814160 21.547600 -0.678 0.375 1.163
C -13.583920 -12.125060 21.097780 -0.600 1.438 -0.152
C -14.456860 -10.913440 23.086060 0.062 -0.946 1.517
C -14.564980 -9.517320 23.748640 -0.239 -1.699 -0.515
C -13.854690 -8.660640 22.758040 0.008 1.117 -0.517
C -13.384080 -9.505150 21.590030 -0.234 -1.162 -0.539
H -18.407430 -11.043550 19.719890 0.695 0.319 -0.005
H -18.514030 -10.552910 21.454960 -0.275 0.101 -0.227
H -18.656520 -12.239000 20.925550 -0.662 0.216 0.099
H -16.471050 -12.525820 20.488570 0.209 -0.072 -0.411
H -16.772340 -12.266180 22.069200 0.463 1.133 0.638
H -15.982320 -9.644750 21.316910 -0.279 0.114 -0.059
H -15.519700 -10.330880 19.785150 0.099 -0.579 0.007
H -12.541970 -11.983830 21.384990 -0.120 -0.448 -0.105
H -13.695090 -12.246530 20.020290 0.239 0.253 0.028
H -14.084420 -12.966950 21.576140 0.221 0.136 0.210
H -13.610970 -11.494330 23.453680 0.599 0.474 -0.228
H -15.255190 -11.539310 23.484890 -0.492 -0.096 -1.055
H -14.085990 -9.421120 24.723030 -0.103 -0.654 -0.022
H -15.630410 -9.315490 23.859100 0.077 0.441 -0.017
H -12.951060 -8.267230 23.223630 -0.192 0.482 -0.212
H -14.556140 -7.882800 22.456310 0.545 0.381 -0.260
H -12.391380 -9.896200 21.813030 -0.021 -0.008 -0.228
H -13.370870 -8.963000 20.644520 -0.084 -0.389 -0.101
Cl -10.631180 -12.406080 18.418960 1.659 0.762 -0.772
O -11.129700 -13.608820 19.059690 -0.863 1.054 0.810
O -9.254880 -12.667490 18.133770 1.344 -0.667 -0.651
O -11.364760 -12.129460 17.228070 -0.768 -0.316 -0.495
O -10.573160 -11.150000 19.167010 -1.384 -0.681 1.385
Cl -11.017290 -11.646530 25.555290 0.136 2.081 1.998
O -9.660490 -12.095570 25.588310 1.381 -0.446 -2.058
O -11.887470 -12.617180 25.011910 -0.870 -1.603 -0.673
O -11.260200 -11.349220 26.921800 -1.516 -0.127 1.559
O -11.261950 -10.406050 24.846280 0.840 0.143 -1.249
C -1.788730 -10.340310 20.914680 -2.216 -0.911 0.162
O -0.941370 -10.043080 22.000730 0.845 0.218 2.044
C -1.482750 -10.109650 23.279690 -0.674 1.380 -0.682
O -2.666810 -10.339440 23.501060 2.298 -0.048 0.007
O -0.530850 -9.670370 24.186400 -0.707 -1.357 -1.243
C -0.907260 -9.686470 25.592170 -0.860 0.472 -0.787
H -2.688650 -9.725940 20.943120 0.042 0.295 0.063
H -2.163440 -11.357890 21.025240 0.064 -0.213 -0.021
H -1.410980 -10.275370 19.894290 1.062 0.393 0.603
H -1.324950 -10.650230 25.883390 0.031 0.071 -0.083
H -1.653970 -8.896310 25.670790 -0.190 -0.200 0.448
H -0.062320 -9.420150 26.227200 0.214 -0.165 -0.572
C -12.262340 -16.829630 20.236120 0.022 0.094 0.580
O -12.574570 -17.531470 21.459710 -0.774 -0.233 -0.858
C -13.502810 -17.020340 22.287900 1.589 2.535 -0.680
O -14.165540 -16.005780 22.067860 0.590 -2.213 0.800
O -13.263390 -17.696180 23.405800 -0.367 -0.408 2.153
C -13.509480 -17.115610 24.711050 -2.200 0.758 -0.203
H -11.637240 -17.520270 19.670100 -0.164 0.127 0.011
H -11.683580 -15.958890 20.544250 -0.060 0.109 -0.403
H -13.141650 -16.525870 19.668100 0.007 -0.109 0.154
H -13.467900 -17.770970 25.581040 1.255 -0.776 -0.721
H -14.575350 -16.910170 24.810200 -0.245 0.544 -0.524
H -13.001540 -16.168990 24.895450 0.395 -0.233 -0.334
C -10.175260 -7.903390 17.826440 -0.351 0.045 0.889
O -9.338350 -7.800990 19.051870 -0.357 -0.172 -0.224
C -9.826330 -7.316490 20.216530 -1.237 -0.990 -0.976
O -10.984110 -6.991670 20.402070 1.338 0.023 0.269
O -8.829100 -7.386220 21.120040 0.537 -1.052 -1.713
C -9.037120 -6.983430 22.424960 -1.211 1.780 1.345
H -11.157250 -8.367680 17.917160 -0.163 0.312 1.178
H -9.754170 -8.649750 17.152840 1.007 0.638 0.118
H -10.310140 -6.889900 17.448620 0.268 -0.269 -0.313
H -9.973070 -7.337500 22.857100 -0.042 -0.257 -0.187
H -9.101260 -5.895780 22.393280 -0.089 0.185 0.386
H -8.234440 -7.220990 23.123080 0.287 -0.480 -0.652
C -8.773660 -17.937640 20.474800 0.211 -0.112 -0.820
O -9.004750 -17.320210 21.727500 -0.309 -1.009 1.499
C -9.222670 -18.148220 22.820500 0.600 -1.715 -1.133
O -9.341290 -19.358190 22.821060 -0.032 1.430 -0.507
O -9.176140 -17.394930 23.883680 0.075 0.998 0.930
C -9.442240 -17.827790 25.225720 -0.858 0.956 0.776
H -8.992440 -17.190090 19.712310 -0.431 0.030 0.114
H -9.341860 -18.850990 20.298600 -0.158 0.144 0.283
H -7.719470 -18.154660 20.302450 0.099 -0.317 0.496
H -8.740400 -18.455510 25.774800 0.421 -0.244 -0.999
H -10.448920 -18.198980 25.417830 -0.043 -0.415 -0.816
H -9.456460 -16.872920 25.751200 0.169 -0.014 0.059
F -2.003020 -14.280810 20.671420 -1.145 -0.151 -0.253
C -3.258720 -14.827310 20.555350 -0.610 -0.493 0.422
C -3.952920 -14.834610 19.364680 -0.241 0.567 -1.195
C -5.195930 -15.469870 19.251150 0.661 0.238 2.572
C -5.693750 -16.031910 20.452110 -0.652 -0.983 -2.171
C -4.981150 -16.147660 21.629370 -0.748 1.080 -0.457
C -3.812510 -15.429440 21.688720 2.296 0.302 -0.107
H -3.622450 -14.266390 18.507760 0.542 -0.108 -0.084
H -5.760050 -15.474010 18.330200 -0.010 0.062 0.059
H -6.649070 -16.526890 20.358510 -0.071 0.057 0.270
H -5.474590 -16.653870 22.445870 0.397 0.049 0.302
H -3.116010 -15.337260 22.508960 -0.386 -0.391 0.673
F -5.717950 -14.565970 24.281310 0.334 -0.737 1.082
C -5.629540 -15.404530 25.385260 -3.198 0.270 0.433
C -4.438480 -15.775270 25.912920 0.721 -0.391 1.388
C -4.425380 -16.568010 27.090130 -1.395 -0.030 0.472
C -5.619470 -17.051030 27.727610 0.743 1.009 -2.532
C -6.844890 -16.699680 27.110680 0.990 1.487 -0.567
C -6.870220 -15.776370 26.015240 1.802 -1.048 0.050
H -3.518810 -15.336640 25.554850 0.104 -0.209 -0.231
H -3.472680 -16.731870 27.571700 0.090 -0.208 -0.077
H -5.582430 -17.708070 28.583960 0.053 0.117 0.046
H -7.776730 -17.032360 27.543580 -0.084 0.054 0.002
H -7.791810 -15.387910 25.607610 -0.065 -0.083 -0.052
C -5.264170 -9.116000 18.236190 -0.887 -0.601 -0.155
C -5.270680 -10.275480 17.440330 0.592 1.418 0.620
C -4.087750 -10.606590 16.796020 -0.779 -1.177 -0.329
C -2.906200 -9.894940 16.964920 -0.422 -1.137 -0.670
C -2.950270 -8.814700 17.771200 0.802 1.148 0.628
C -4.113690 -8.393500 18.383480 0.724 0.636 -0.083
H -6.203590 -8.825800 18.683030 -0.033 0.294 0.153
H -6.223780 -10.773720 17.341580 0.184 -0.449 -0.296
H -4.139010 -11.479160 16.161670 0.324 -0.093 -0.220
H -2.000860 -10.178830 16.449010 0.022 -0.109 -0.013
H -2.065270 -8.223060 17.953240 0.203 0.063 -0.145
H -3.973640 -7.429240 18.849300 -0.812 -0.018 0.584
C -7.571510 -10.103540 27.195300 -0.210 -0.680 0.642
C -6.762810 -11.142130 26.795690 0.492 -1.274 -0.410
C -5.373120 -11.053120 26.765690 0.208 0.701 0.000
C -4.758150 -9.866570 27.186690 -0.662 -1.329 -0.254
C -5.577530 -8.880180 27.664610 0.762 1.024 -0.103
C -6.958640 -8.981430 27.658590 0.246 1.455 0.159
H -8.631720 -10.266420 27.321070 -0.166 0.117 -0.415
H -7.251750 -12.070410 26.539520 0.018 -0.172 -0.200
H -4.723710 -11.841220 26.414170 -0.261 -0.379 -0.075
H -3.684090 -9.755810 27.163690 0.044 0.033 0.024
H -5.043820 -7.993440 27.973220 -0.452 0.411 0.287
H -7.543630 -8.128040 27.968290 -0.080 0.033 0.241
```
Positions in Å, forces in eV/Å.

The multiplicity is 1. As for the energy: -129643.9824 eV. The LUMO energy comes out at 0.41 eV. For the HOMO-LUMO gap, the calculation gives 9.32 eV.